[1]
Computed, not measured: C12H10B2BrF8MnN2O4 as an isolated structure, with the ωB97M-V functional and the def2-TZVPD basis.

The geometry in XYZ format:
```
40
Properties=species:S:1:pos:R:3:forces:R:3:mulliken_spin:R:1
Mn 0.25336 0.14307 -3.50506 0.27 -0.94 -1.14 5.004
Br 3.38612 -0.63876 -4.07342 -2.08 0.70 0.57 -0.053
B -2.73095 1.50144 -2.30715 -3.12 0.24 0.83 0.001
F -2.34384 0.20353 -2.40148 1.44 -3.64 0.65 0.008
F -2.52986 2.06883 -1.06535 -0.35 -0.12 0.71 -0.001
F -1.90922 2.08258 -3.16325 3.10 2.64 -3.21 0.007
F -4.07958 1.54661 -2.77050 0.55 0.41 0.63 0.001
B -0.38487 -1.79999 -6.45339 1.48 -1.49 -1.95 -0.001
F -0.66693 -2.25498 -5.19992 -0.56 -1.38 2.17 0.007
F 0.87748 -2.21548 -6.91184 0.31 -0.51 0.31 0.000
F -1.28565 -2.11568 -7.43783 -1.12 -0.41 -0.14 0.000
F -0.31718 -0.47192 -6.28197 0.14 4.50 0.81 0.013
C 3.04618 5.91717 2.37647 0.43 -1.09 -0.18 0.000
C 2.13460 6.01524 1.30537 1.25 0.53 1.24 0.000
C 1.65569 4.87272 0.75584 -0.24 -3.13 -0.71 0.000
C 2.09868 3.58072 1.22206 -0.46 1.44 -0.04 -0.001
C 3.00801 3.48917 2.24160 -0.33 0.09 0.94 0.000
C 3.43709 4.65657 2.85714 -0.24 0.96 -0.41 0.000
N 1.56038 2.30991 0.68789 -0.03 -1.42 -0.57 0.005
O 1.38857 2.21703 -0.51928 -0.08 0.69 0.34 0.007
O 1.38573 1.35791 1.44851 0.30 1.45 -0.21 -0.001
H 3.56562 6.78362 2.75839 -0.39 0.23 0.22 0.000
H 1.88281 7.00682 0.95929 -0.26 -0.12 -0.24 0.000
H 0.97268 4.83380 -0.07986 -0.16 0.30 -0.03 0.000
H 3.32288 2.56516 2.70362 -0.16 -0.30 -0.43 0.000
H 4.04725 4.54628 3.74140 0.30 0.26 -0.10 0.000
C -2.91907 -4.79742 3.34335 0.47 0.23 -1.45 0.000
C -3.24772 -4.20528 2.08970 -1.20 -0.21 2.32 0.000
C -2.32085 -3.69720 1.23863 1.97 0.19 -1.08 0.000
C -0.92609 -3.89114 1.47397 -0.14 -0.41 2.01 0.000
C -0.56841 -4.55220 2.69830 -1.11 0.33 -0.66 0.000
C -1.59693 -4.97086 3.61999 1.62 0.44 -1.13 0.000
N 0.13867 -3.31195 0.53735 0.92 0.98 -3.31 0.000
O -0.21406 -2.51920 -0.40370 -0.23 -2.09 3.24 0.003
O 1.32438 -3.67717 0.57823 -2.42 0.06 1.31 0.000
H -3.58958 -5.18184 4.09770 -0.64 0.28 -0.37 0.000
H -4.29867 -4.00509 1.94211 -0.06 -0.04 -0.49 0.000
H -2.64437 -3.16896 0.35393 0.12 0.06 -0.09 0.000
H 0.44885 -4.77920 2.98132 0.18 0.28 -0.32 0.000
H -1.36119 -5.44388 4.56184 0.54 0.00 -0.04 0.000
```
Positions in Å, forces in eV/Å.

Summary:
Net charge: -1
ΔE to the lowest compared entry with this formula, charge and spin: 573.5 kJ/mol
Multiplicity: 6
DFT total energy: -148238.429 eV
HOMO (alpha / beta): -6.60 / -6.61 eV
Gap between HOMO and LUMO (alpha / beta): 0.2417 / 0.2407 Eh
LUMO level (alpha / beta): -0.0008 / -0.0024 Eh

[2]
Computed, not measured: C12H10Br2ClFeNOS3 as an isolated structure, with the ωB97M-V functional and the def2-TZVPD basis.

The geometry in XYZ format:
```
31
Properties=species:S:1:pos:R:3:forces:R:3:mulliken_spin:R:1
Fe -0.43082 0.38753 0.16225 0.64 -0.96 -0.86 4.109
S 0.85388 -0.70145 1.88752 0.12 -0.15 -1.24 0.250
C 0.29851 0.13689 3.29390 1.25 -1.32 -0.61 -0.003
C 0.70865 -0.36138 4.51449 -0.04 -0.53 0.30 -0.005
C 0.23049 0.16637 5.66867 -0.46 -0.03 1.34 0.010
C -0.62490 1.25988 5.65457 -0.35 0.56 -1.28 -0.001
C -0.98069 1.81686 4.42454 1.34 -2.13 -0.38 0.008
C -0.51058 1.21636 3.21377 -1.20 2.06 1.25 -0.008
S -0.91831 1.92394 1.67413 -0.63 0.93 0.37 0.279
H 1.31653 -1.24598 4.55155 0.25 -0.21 -0.11 -0.006
H 0.39379 -0.35085 6.60977 0.33 0.17 0.00 0.001
H -1.05025 1.65286 6.55470 -0.11 0.15 0.42 0.001
H -1.66991 2.59147 4.32853 -0.95 1.36 0.07 -0.006
Br 0.92572 -5.22476 -0.21754 0.33 -0.93 0.50 0.000
C 0.31307 -3.70683 -1.16482 0.04 -0.46 0.17 0.002
Br 0.18858 -4.01108 -3.02225 -0.22 -0.09 -0.91 0.000
H 1.05677 -2.97214 -1.03113 0.46 0.99 0.26 0.000
H -0.63308 -3.44389 -0.75180 -0.41 0.32 -0.01 0.000
O 0.96556 0.45199 -1.34050 -0.19 -0.25 -0.22 0.083
N 0.54807 0.66173 -2.60326 -1.06 0.35 0.94 -0.001
C 1.23971 0.13439 -3.61967 0.32 -0.32 -0.39 -0.003
C 0.93283 0.45068 -4.90825 0.67 -0.39 -1.11 0.003
C -0.09440 1.35436 -5.12130 -0.32 1.08 -1.65 -0.001
C -0.83379 1.87207 -4.11446 -0.48 0.06 -0.07 0.006
C -0.59881 1.42165 -2.79482 1.17 0.23 -1.10 0.001
S -1.54227 1.92674 -1.56002 -0.74 0.51 1.69 0.132
H 2.03606 -0.54708 -3.38350 0.13 0.02 0.42 -0.001
H 1.50390 0.07044 -5.78455 -0.41 0.13 1.09 0.000
H -0.29496 1.75940 -6.12658 0.19 -0.50 0.38 -0.001
H -1.61265 2.62993 -4.34345 0.57 -0.79 0.57 -0.002
Cl -1.71672 -1.32010 -0.65049 -0.25 0.12 0.16 0.153
```
Positions in Å, forces in eV/Å.

Summary:
Net charge: -1
ΔE to the lowest compared entry with this formula, charge and spin: 14.8 kJ/mol
Multiplicity: 6
DFT total energy: -235647.282 eV
HOMO (alpha / beta): -4.43 / -4.54 eV
Gap between HOMO and LUMO (alpha / beta): 0.2561 / 0.2578 Eh
LUMO level (alpha / beta): 0.0932 / 0.0910 Eh

[3]
Computed, not measured: C12H10BrF2Pd as an isolated structure, with the ωB97M-V functional and the def2-TZVPD basis.

The geometry in XYZ format:
```
26
Properties=species:S:1:pos:R:3:forces:R:3:mulliken_spin:R:1
Pd -2.19711 -1.03101 0.96590 0.89 0.05 -0.17 0.959
Br 0.32544 -1.12641 0.24942 -0.78 -0.01 0.06 0.988
F 1.40248 1.57478 -4.64211 -0.13 -0.49 0.34 0.001
C 0.83589 0.34937 -4.64361 -0.18 -0.80 -0.60 0.004
C 0.48429 -0.30479 -3.46328 -1.13 -1.86 -0.16 0.005
C -0.15902 -1.60443 -3.53750 0.75 1.40 -1.34 0.006
C -0.47654 -2.14788 -4.78865 0.55 0.20 0.95 -0.002
C -0.11434 -1.46356 -5.93138 0.23 0.90 -0.39 0.004
C 0.60288 -0.26281 -5.89323 -0.63 -0.17 0.94 0.004
H 0.60023 0.08209 -2.46164 0.42 0.49 -0.19 -0.006
H -0.39298 -2.19247 -2.66236 0.04 0.26 0.27 0.002
H -0.91299 -3.13142 -4.88110 -0.26 0.04 0.12 0.000
H -0.46081 -1.80451 -6.89580 0.30 -0.29 -0.11 0.000
H 0.89149 0.19510 -6.82781 0.06 0.29 0.15 0.001
F -1.56075 -0.63634 3.10480 -0.55 -0.33 -0.34 0.016
C -0.82914 0.22514 3.86718 3.46 1.99 0.84 0.015
C 0.60118 0.26285 3.73886 -1.74 -1.18 -1.03 0.006
C 1.37476 1.05524 4.54631 -0.61 0.24 0.12 -0.002
C 0.74113 1.89867 5.43418 0.07 -0.38 1.06 0.004
C -0.64803 1.88349 5.57577 0.84 1.28 -0.54 0.001
C -1.42205 1.13986 4.71841 -0.97 -1.46 -0.67 0.002
H 1.10381 -0.27844 2.95097 -0.17 -0.51 0.11 -0.006
H 2.45391 1.02703 4.51420 -0.01 0.01 -0.29 0.000
H 1.42412 2.45060 6.06292 -0.49 0.46 0.28 0.000
H -1.17024 2.60245 6.18961 0.20 -0.06 0.33 0.000
H -2.49760 1.23735 4.70993 -0.15 -0.09 0.25 0.000
```
Positions in Å, forces in eV/Å.

Summary:
Net charge: +1
ΔE to the lowest compared entry with this formula, charge and spin: 0.0 kJ/mol
Multiplicity: 3
DFT total energy: -91552.839 eV
HOMO (alpha / beta): -11.69 / -11.69 eV
Gap between HOMO and LUMO (alpha / beta): 0.2318 / 0.1101 Eh
LUMO level (alpha / beta): -0.1978 / -0.3194 Eh